{"formula": "C38H77N11O6", "method": "ωB97M-V with the def2-TZVPD basis set", "elements": ["C", "N", "C", "C", "O", "H", "H", "H", "H", "H", "H", "H", "C", "N", "C", "C", "O", "H", "H", "H", "H", "H", "H", "H", "C", "N", "C", "C", "O", "H", "H", "H", "H", "H", "H", "H", "C", "N", "C", "C", "O", "H", "H", "H", "H", "H", "H", "H", "C", "N", "C", "C", "O", "H", "H", "H", "H", "H", "H", "H", "C", "N", "C", "C", "O", "H", "H", "H", "H", "H", "H", "H", "C", "C", "C", "C", "N", "H", "H", "H", "H", "H", "H", "H", "C", "C", "C", "C", "N", "H", "H", "H", "H", "H", "H", "H", "C", "C", "C", "C", "N", "H", "H", "H", "H", "H", "H", "H", "C", "C", "C", "C", "N", "H", "H", "H", "H", "H", "H", "H", "C", "C", "C", "C", "N", "H", "H", "H", "H", "H", "H", "H"], "xyz": [[3.0286, 5.9542, 1.3236], [3.9628, 4.8425, 1.1573], [4.9531, 5.0111, 0.0812], [3.8267, 3.7308, 1.8675], [3.0039, 3.5426, 2.7473], [3.5790, 6.7996, 1.5945], [2.3747, 5.7022, 2.1685], [2.3438, 6.0188, 0.4292], [5.8468, 5.5485, 0.3956], [5.3019, 3.9979, -0.1896], [4.4532, 5.5474, -0.7200], [4.5287, 2.9127, 1.6452], [0.9117, 2.8035, 6.1230], [-0.0857, 2.1047, 5.3749], [-1.2666, 1.5524, 6.0774], [-0.0753, 2.2698, 4.0356], [-0.9669, 1.9765, 3.2456], [1.5503, 2.1229, 6.6711], [0.4491, 3.5400, 6.7892], [1.5685, 3.3574, 5.4285], [-1.9911, 2.3241, 6.3385], [-1.7591, 0.7619, 5.4183], [-0.8943, 1.1073, 7.0372], [0.7906, 2.8198, 3.6564], [-2.2104, -2.7571, -4.1714], [-0.9553, -2.4354, -4.8579], [-0.2496, -3.5387, -5.4874], [-0.5324, -1.1772, -4.8970], [0.4758, -0.8186, -5.5696], [-2.6748, -1.8320, -3.8491], [-2.0999, -3.4279, -3.2955], [-2.7949, -3.3658, -4.8712], [0.4816, -3.1133, -6.1678], [0.2057, -4.2140, -4.7070], [-0.9585, -4.1395, -6.0853], [-0.9788, -0.4964, -4.1707], [-0.0102, 3.2821, -3.8139], [0.8740, 4.3380, -3.2886], [2.2180, 4.4171, -3.7995], [0.4151, 5.1031, -2.2352], [1.0555, 5.8260, -1.4957], [-0.1982, 3.4489, -4.9363], [-0.9719, 3.2959, -3.3972], [0.4387, 2.3029, -3.6934], [2.8060, 3.5120, -3.6103], [2.2326, 4.6702, -4.8304], [2.7090, 5.1598, -3.1892], [-0.6336, 4.9022, -2.0511], [3.3332, -5.0052, 2.0781], [2.5626, -3.9209, 2.7158], [1.8281, -4.2246, 3.9170], [2.3804, -2.7337, 2.1365], [1.6807, -1.8254, 2.5759], [2.5609, -5.6224, 1.6282], [3.9762, -5.4958, 2.8221], [4.0559, -4.5772, 1.3667], [1.4290, -5.2876, 3.8204], [2.4800, -4.1252, 4.7796], [0.9282, -3.6073, 4.0634], [2.9243, -2.6110, 1.2243], [-6.8445, -2.0727, 0.1675], [-5.6476, -1.6195, -0.5668], [-5.6601, -0.2856, -1.1347], [-4.5014, -2.3595, -0.5531], [-3.4265, -1.9484, -0.9332], [-6.7041, -3.0828, 0.6073], [-7.6933, -2.0370, -0.5154], [-7.0358, -1.4779, 1.0171], [-6.2484, -0.2610, -2.1215], [-6.1711, 0.4006, -0.4215], [-4.6212, 0.1336, -1.3808], [-4.5862, -3.3993, -0.1886], [-2.3613, 6.4715, 0.4642], [-2.0915, 5.6498, 1.6799], [-1.0226, 4.5782, 1.3753], [-1.6493, 3.6807, 0.3091], [-2.1299, 2.9095, -0.3796], [-2.7115, 5.7883, -0.2504], [-1.5090, 7.0361, 0.1643], [-3.0752, 7.1896, 0.7785], [-2.9584, 5.1130, 2.0507], [-1.7778, 6.2865, 2.5780], [-0.8198, 3.9161, 2.1713], [-0.1282, 5.0558, 0.9387], [5.0361, -0.5372, -1.1926], [3.9736, -1.5379, -1.5887], [3.0282, -1.0687, -2.7112], [2.1081, -2.1708, -3.0681], [1.5019, -3.1505, -3.1010], [5.6486, -0.8171, -0.2924], [4.6784, 0.4601, -1.0282], [5.8259, -0.3373, -1.9836], [3.3651, -1.6862, -0.7190], [4.4707, -2.5008, -1.7916], [3.4553, -0.7973, -3.6514], [2.4169, -0.2188, -2.4016], [0.7226, -6.8816, -2.7612], [0.9463, -6.3144, -1.3544], [0.2047, -5.1412, -0.8619], [-1.2765, -5.2432, -1.0742], [-2.3830, -5.4677, -1.3714], [1.5029, -7.6089, -2.9831], [0.8553, -6.1934, -3.5620], [-0.2658, -7.3524, -2.8482], [2.0156, -5.9822, -1.3201], [0.8574, -7.1607, -0.6189], [0.5148, -4.2495, -1.3654], [0.2907, -5.0116, 0.1934], [-2.7048, -2.7666, 2.6079], [-2.3955, -1.2565, 2.8474], [-3.0833, -0.2746, 1.9532], [-4.5509, -0.2617, 2.1604], [-5.6468, -0.3910, 2.3941], [-2.1676, -3.3724, 3.2766], [-2.6324, -3.0025, 1.5651], [-3.7822, -2.9237, 2.7394], [-1.2834, -1.0705, 2.7885], [-2.6412, -0.9863, 3.8927], [-2.9321, -0.5080, 0.9267], [-2.7455, 0.7008, 2.2475], [-0.3412, -0.3973, -1.5329], [0.1655, -0.5849, -0.1733], [0.6403, 0.5992, 0.5922], [1.7215, 1.2329, -0.1002], [2.4821, 1.8507, -0.7198], [-0.3259, -1.3340, -2.1209], [0.2634, 0.2983, -2.1566], [-1.3731, -0.0066, -1.5479], [0.9123, -1.3503, -0.0051], [-0.6453, -0.9187, 0.5269], [0.8788, 0.3936, 1.5935], [-0.1490, 1.3794, 0.4916]], "mulliken_charge": [-0.818, 0.171, -0.777, 0.074, -0.645, 0.393, 0.241, 0.198, 0.300, 0.239, 0.268, 0.349, -0.875, 0.225, -0.688, 0.409, -0.674, 0.319, 0.352, 0.225, 0.306, 0.013, 0.358, 0.072, -0.916, 0.299, -0.878, 0.125, -0.709, 0.361, 0.190, 0.362, 0.337, 0.076, 0.362, 0.377, -0.986, 0.187, -0.895, 0.050, -0.644, 0.310, 0.386, 0.229, 0.258, 0.330, 0.267, 0.418, -0.922, 0.124, -0.936, 0.984, -0.638, 0.343, 0.314, 0.285, 0.337, 0.302, 0.267, -0.343, -0.977, 0.238, -0.905, -0.302, -0.235, 0.265, 0.340, 0.417, 0.298, 0.398, 0.123, 0.445, -1.263, -0.519, 1.708, 0.034, -0.511, 0.405, 0.279, 0.411, 0.335, 0.395, -1.067, -0.102, -1.357, 0.478, 0.348, -0.113, -0.285, 0.338, 0.221, 0.358, -0.640, 0.558, 0.588, -0.561, -1.255, -0.389, 1.487, 0.053, -0.651, 0.417, 0.161, 0.367, 0.259, 0.309, -0.910, 0.153, -1.385, 0.085, 1.807, -0.162, -0.635, 0.468, 0.135, 0.374, 0.075, 0.284, -0.688, -0.200, 0.346, 0.791, 1.253, -0.355, -0.455, -0.285, -0.310, 0.034, -0.385, -0.600, 0.708, -1.091], "homo_energy_ev": -8.734, "mol_weight_g_mol": 784.10, "smiles": "CN(C)C=O.CN(C)C=O.CN(C)C=O.CN(C)C=O.CN(C)C=O.CN(C)C=O.CCCC#N.CCCC#N.CCCC#N.CCCC#N.CCCC#N", "energy_ev": -69329.0498}